{
  "formula": "C6H18FeO6",
  "method": "the ωB97M-V functional and the def2-TZVPD basis",
  "total_charge": 2,
  "multiplicity": 5,
  "homo_energy_ev": [-18.06, -16.82],
  "lumo_ev": [-6.112, -6.790],
  "relative_energy_kcal_mol": 30.96,
  "e_tot_ev": -53170.055,
  "s_squared": 6.01,
  "mol_weight_g_mol": 242.0,
  "elements": ["Fe", "C", "C", "O", "O", "H", "H", "H", "H", "H", "H", "C", "C", "O", "O", "H", "H", "H", "H", "H", "H", "C", "C", "O", "O", "H", "H", "H", "H", "H", "H"],
  "positions_angstrom": [[-18.5640, -21.3496, 9.3425], [-18.5165, -18.5854, 10.0069], [-17.8515, -19.1627, 11.3218], [-17.5845, -20.5565, 11.0880], [-19.5000, -19.5076, 9.5069], [-17.7250, -18.3685, 9.2894], [-18.9920, -17.6131, 10.1362], [-18.4320, -18.9946, 12.2289], [-16.8585, -18.7496, 11.4990], [-16.8468, -20.9155, 11.5866], [-20.2034, -18.9699, 9.1358], [-16.3705, -23.1162, 8.4039], [-15.5918, -21.8348, 8.6650], [-16.4182, -20.7238, 8.5247], [-17.5740, -23.1599, 9.2135], [-15.7317, -23.9870, 8.5512], [-16.7848, -23.0991, 7.3958], [-14.8328, -21.8459, 7.8827], [-15.1063, -21.8566, 9.6407], [-15.8295, -20.0944, 8.1017], [-17.6566, -23.9719, 9.7188], [-20.1234, -21.7430, 6.9075], [-20.6905, -22.7438, 8.0164], [-20.4923, -22.2427, 9.2975], [-18.7819, -21.3007, 7.1783], [-20.6689, -20.8055, 6.8004], [-20.2690, -22.1963, 5.9270], [-20.1741, -23.7036, 8.0334], [-21.7268, -23.0518, 7.8772], [-21.0959, -22.7458, 9.8490], [-18.6696, -20.5063, 6.6511]]
}



{
  "formula": "C5H7N",
  "method": "the ωB97M-V functional and the def2-TZVPD basis",
  "total_charge": 0,
  "homo_energy_ev": -8.84,
  "lumo_ev": 0.035,
  "relative_energy_kcal_mol": 102.12,
  "e_tot_ev": -6784.084,
  "mol_weight_g_mol": 81.1,
  "elements": ["C", "C", "C", "C", "C", "N", "H", "H", "H", "H", "H", "H", "H"],
  "positions_angstrom": [[1.2323, -0.2767, -0.0244], [0.6538, -0.3602, 1.3347], [-0.2166, 1.5030, -0.8255], [0.0166, 0.0700, -0.8498], [-1.1742, -0.1675, 0.1491], [-0.6039, -0.3281, 1.4514], [1.7110, -1.2180, -0.2892], [1.9911, 0.5028, -0.0661], [1.2841, -0.4787, 2.2016], [-1.1312, 1.6426, -1.4274], [-0.1096, -0.5072, -1.7651], [-1.7682, -1.0415, -0.1152], [-1.8852, 0.6593, 0.2258]]
}